# 1
Formula: C49H54Cl2GaN5O4P2Si2
Source: the Open Molecules 2025 dataset
Level of theory: ωB97M-V with the def2-TZVPD basis set

```
119
Properties=species:S:1:pos:R:3:mulliken_charge:R:1
Ga -0.73 -0.69 0.13 1.157
C 1.69 1.40 -5.50 -1.373
Si 0.20 1.05 -4.37 0.566
C -0.91 2.57 -4.53 -1.076
C -0.68 -0.41 -5.18 -0.920
N 0.53 0.85 -2.73 0.522
P 1.54 -0.06 -1.94 0.393
C 1.24 -0.57 -0.29 -1.488
P 1.64 0.41 1.09 0.133
N 0.35 1.13 1.65 0.259
Si -0.15 2.24 2.82 0.066
C -1.36 1.39 3.97 -0.697
C 1.15 3.04 3.94 -1.143
C -1.04 3.67 1.99 -0.899
C 2.30 -0.81 2.33 0.231
C 2.30 -2.18 2.08 -0.520
C 2.68 -3.08 3.07 -0.563
C 3.05 -2.63 4.32 -0.599
C 3.05 -1.27 4.59 -0.792
C 2.68 -0.37 3.59 -0.067
C 3.09 1.53 1.02 0.742
C 2.86 2.89 0.81 -0.467
C 3.90 3.80 0.88 -0.809
C 5.18 3.37 1.18 -0.600
C 5.43 2.02 1.37 -0.693
C 4.39 1.10 1.29 -0.346
C 1.85 -1.64 -2.85 0.276
C 2.69 -1.70 -3.97 -0.198
C 2.83 -2.88 -4.70 -0.967
C 2.12 -4.01 -4.34 -0.643
C 1.27 -3.96 -3.24 -0.658
C 1.15 -2.79 -2.50 -0.186
C 3.20 0.74 -2.10 0.809
C 4.40 0.03 -2.03 -0.578
C 5.61 0.64 -2.34 -0.942
C 5.63 1.98 -2.72 -0.554
C 4.45 2.71 -2.77 -0.798
C 3.24 2.09 -2.47 -0.640
H 1.35 1.86 -6.44 0.489
H 2.22 0.47 -5.76 0.280
H 2.41 2.08 -5.04 0.301
H -1.97 2.28 -4.48 0.223
H -0.71 3.28 -3.72 0.137
H -0.75 3.09 -5.49 0.426
H -1.76 -0.26 -5.20 0.309
H -0.50 -1.33 -4.60 0.037
H -0.33 -0.58 -6.20 0.505
H -0.86 0.60 4.55 0.142
H -2.14 0.92 3.35 -0.035
H -1.84 2.10 4.67 0.513
H 1.59 2.32 4.64 0.288
H 0.66 3.83 4.54 0.456
H 1.96 3.51 3.38 0.268
H -1.70 3.28 1.21 0.001
H -0.35 4.37 1.52 0.270
H -1.65 4.22 2.71 0.375
H 2.00 -2.53 1.09 0.385
H 2.67 -4.15 2.85 0.395
H 3.34 -3.34 5.10 0.324
H 3.32 -0.90 5.57 0.405
H 2.70 0.70 3.79 0.314
H 1.84 3.21 0.60 0.500
H 3.70 4.86 0.72 0.410
H 5.99 4.09 1.25 0.354
H 6.43 1.68 1.59 0.384
H 4.58 0.05 1.45 0.521
H 3.23 -0.82 -4.28 0.570
H 3.50 -2.90 -5.56 0.391
H 2.22 -4.93 -4.91 0.341
H 0.69 -4.84 -2.95 0.452
H 0.49 -2.76 -1.64 -0.181
H 4.38 -1.01 -1.73 0.496
H 6.53 0.07 -2.30 0.387
H 6.57 2.46 -2.97 0.327
H 4.46 3.75 -3.04 0.386
H 2.30 2.63 -2.54 0.647
Cl -1.54 -3.37 0.41 -0.324
C -3.16 -2.74 0.57 1.057
C -4.21 -3.64 0.53 -0.660
C -5.52 -3.23 0.71 -0.811
C -5.76 -1.87 0.92 -0.338
C -4.72 -0.97 0.95 0.358
Cl -5.10 0.72 1.22 -0.263
C -3.31 -1.30 0.78 -0.406
N -2.38 -0.39 0.86 -0.169
H -3.98 -4.69 0.35 0.375
H -6.33 -3.94 0.69 0.318
H -6.77 -1.50 1.06 0.383
C -2.00 -2.40 6.05 -1.891
C -2.55 -2.33 4.62 2.695
C -3.11 -3.69 4.19 -1.429
C -3.64 -1.26 4.50 -1.238
C -1.44 -1.99 3.71 -0.952
N -0.58 -1.73 2.99 0.094
H -2.83 -2.60 6.74 0.438
H -1.52 -1.46 6.33 0.334
H -1.27 -3.20 6.13 0.372
H -3.94 -3.97 4.86 0.454
H -2.34 -4.46 4.24 0.340
H -3.49 -3.65 3.17 0.147
H -4.50 -1.55 5.10 0.480
H -3.96 -1.15 3.46 0.126
H -3.28 -0.29 4.84 0.258
O -2.81 -2.15 -3.06 -0.817
C -2.38 -1.23 -2.37 -0.188
O -1.30 -1.27 -1.68 0.211
C -3.18 0.07 -2.35 0.472
C -4.53 0.01 -2.68 -0.532
C -5.31 1.16 -2.69 -0.812
C -4.73 2.38 -2.42 -0.664
C -3.38 2.43 -2.12 -1.335
C -2.60 1.29 -2.05 1.892
N -2.75 3.74 -1.94 1.198
O -3.44 4.75 -2.05 -0.760
O -1.56 3.77 -1.69 -0.563
H -4.94 -0.96 -2.93 0.469
H -6.37 1.09 -2.93 0.351
H -5.30 3.30 -2.45 0.501
H -1.55 1.36 -1.83 0.102
```

Computed properties:
- LUMO: 4.1 eV
- HOMO-LUMO gap: 5.64 eV
- Total charge: -2
- ΔE to the lowest compared entry with this formula, charge and spin: 8.9 kcal/mol


# 2
Formula: C49H54FN4O3P2SSi2V
Source: the Open Molecules 2025 dataset
Level of theory: ωB97M-V with the def2-TZVPD basis set

```
117
Properties=species:S:1:pos:R:3:lowdin_spin:R:1
V 0.47 -0.24 0.97 2.609
C -1.53 -5.62 1.41 0.000
Si -3.03 -4.47 1.55 -0.002
C -4.14 -4.77 0.02 0.000
C -4.01 -4.96 3.12 0.000
C -2.74 -2.60 1.62 -0.002
C -3.83 -1.78 1.88 0.026
C -3.68 -0.40 1.95 -0.002
C -2.45 0.14 1.64 0.026
N -1.41 -0.61 1.33 0.009
C -1.51 -1.95 1.41 0.033
S 0.02 -2.69 1.23 0.023
H -1.83 -6.67 1.48 0.000
H -0.81 -5.42 2.19 0.000
H -1.02 -5.49 0.46 0.000
H -4.56 -5.78 0.01 0.000
H -3.57 -4.65 -0.90 0.000
H -4.97 -4.07 -0.02 0.000
H -4.21 -6.02 3.16 0.000
H -4.96 -4.45 3.17 0.000
H -3.45 -4.69 4.01 0.000
H -4.80 -2.23 2.03 0.002
H -4.51 0.24 2.20 -0.001
H -2.30 1.21 1.64 0.001
C 0.20 2.55 -1.57 -0.001
N -0.49 1.59 -2.40 0.003
C 0.28 0.40 -2.70 0.006
P 0.31 -0.85 -1.28 0.078
C -1.26 -1.64 -1.83 0.010
C -1.34 -2.73 -2.69 0.000
C -2.57 -3.17 -3.14 0.001
C -3.74 -2.55 -2.74 -0.001
C -3.67 -1.45 -1.89 0.000
C -2.44 -1.00 -1.46 0.001
C 1.52 -2.06 -1.98 0.008
C 2.59 -1.70 -2.80 0.001
C 3.49 -2.65 -3.25 0.000
C 3.35 -3.97 -2.88 0.000
C 2.31 -4.34 -2.05 0.000
C 1.41 -3.40 -1.59 0.001
C -1.26 2.08 -3.46 0.000
C -2.22 1.25 -4.05 0.000
C -3.04 1.71 -5.06 0.000
C -2.93 3.01 -5.52 0.000
C -1.98 3.84 -4.96 0.000
C -1.15 3.38 -3.95 0.000
P 0.18 2.17 0.32 0.043
C 1.45 3.41 0.77 0.008
C 1.53 4.66 0.16 0.001
C 2.46 5.59 0.57 0.000
C 3.32 5.30 1.61 0.000
C 3.26 4.06 2.23 0.000
C 2.35 3.12 1.80 0.001
C -1.33 3.22 0.55 0.004
C -2.47 2.96 -0.21 0.000
C -3.59 3.75 -0.08 0.000
C -3.60 4.80 0.82 -0.001
C -2.48 5.05 1.59 0.000
C -1.35 4.27 1.45 0.000
H -0.35 3.49 -1.67 0.000
H 1.23 2.71 -1.92 0.000
H 1.31 0.70 -2.95 0.000
H -0.14 -0.10 -3.58 0.000
H -0.45 -3.23 -3.03 0.000
H -2.62 -4.02 -3.82 0.000
H -4.70 -2.91 -3.09 0.000
H -4.57 -0.95 -1.58 0.000
H -2.38 -0.12 -0.83 0.001
H 2.73 -0.67 -3.09 0.000
H 4.31 -2.34 -3.88 0.000
H 4.06 -4.71 -3.23 0.000
H 2.20 -5.38 -1.75 0.000
H 0.62 -3.70 -0.92 0.001
H -2.32 0.23 -3.70 0.000
H -3.76 1.04 -5.50 0.000
H -3.58 3.37 -6.31 0.000
H -1.85 4.85 -5.33 0.000
H -0.39 4.05 -3.57 0.000
H 0.84 4.92 -0.63 0.000
H 2.51 6.55 0.07 0.000
H 4.04 6.04 1.95 0.000
H 3.92 3.83 3.05 0.000
H 2.31 2.14 2.26 0.001
H -2.47 2.14 -0.92 0.000
H -4.47 3.54 -0.68 0.000
H -4.48 5.43 0.92 0.000
H -2.48 5.86 2.31 0.000
H -0.49 4.46 2.08 0.000
C 4.93 -1.35 -0.27 0.001
Si 3.96 0.14 0.49 0.007
C 5.27 1.28 1.32 0.001
C 3.32 1.17 -0.97 0.011
N 2.61 -0.29 1.45 0.029
C 2.82 -0.77 2.71 0.004
C 4.06 -1.25 3.19 0.003
C 4.25 -1.62 4.50 0.000
C 3.22 -1.56 5.43 0.004
C 1.97 -1.16 4.99 0.000
C 1.79 -0.81 3.67 0.004
F 0.53 -0.44 3.28 0.012
H 5.24 -1.14 -1.29 0.000
H 4.32 -2.24 -0.28 0.000
H 5.83 -1.58 0.30 0.000
H 6.26 1.10 0.91 0.000
H 5.32 1.11 2.39 0.000
H 5.03 2.32 1.16 0.000
H 3.91 1.04 -1.87 0.001
H 3.30 2.23 -0.73 0.000
H 2.30 0.85 -1.16 0.007
H 4.88 -1.32 2.50 0.000
H 5.23 -1.97 4.81 0.000
H 3.39 -1.82 6.46 0.000
H 1.12 -1.10 5.67 0.000
O 0.09 3.35 4.12 0.002
N -0.43 2.32 3.73 0.003
O -1.19 1.66 4.42 0.001
O -0.18 1.92 2.55 0.022
```

Computed properties:
- LUMO (alpha / beta): 2.3 / 2.3 eV
- HOMO-LUMO gap (alpha / beta): 6.53 / 6.96 eV
- Total charge: -1
- Spin multiplicity: 4


no.,molar mass (g/mol)
1,1035.75
2,967.12